1.
50
Properties=species:S:1:pos:R:3:lowdin_charge:R:1 method="wB97M-V/def2-TZVPD" gap_ev=6.375 e_homo_ev=-7.6272 e_above_lowest_kj_mol=0.0
Al 0.601 -0.255 0.003 -0.195
S 2.311 1.108 1.096 0.758
C 0.789 1.622 1.710 -1.011
N -0.276 1.004 1.240 -0.003
C -1.463 1.485 1.769 -0.266
C -2.741 1.023 1.475 0.003
C -3.810 1.621 2.112 -0.066
C -3.616 2.659 3.028 -0.076
C -2.346 3.117 3.329 -0.078
C -1.269 2.518 2.689 -0.445
S 0.437 2.857 2.859 1.097
H -2.880 0.206 0.780 0.120
H -4.812 1.273 1.906 0.110
H -4.470 3.106 3.516 0.108
H -2.198 3.914 4.044 0.112
O -0.625 -6.249 3.004 -0.021
C 0.267 -5.499 3.426 -0.693
O 1.061 -5.597 4.375 -0.030
C 0.414 -4.178 2.617 -0.059
C 1.391 -3.248 2.953 0.029
C 1.521 -2.089 2.216 -0.071
N 0.728 -1.828 1.166 0.055
C -0.234 -2.725 0.840 -0.128
C -0.419 -3.895 1.535 0.087
C -1.084 -2.309 -0.343 -0.484
O -1.988 -2.972 -0.779 0.128
O -0.723 -1.125 -0.829 -0.026
H 2.032 -3.467 3.795 0.122
H 2.270 -1.343 2.438 0.085
H -1.190 -4.600 1.257 0.137
Cl 3.436 -2.119 -4.363 0.655
C 3.641 -2.629 -2.687 -1.618
Cl 3.146 -4.297 -2.452 0.684
Cl 5.294 -2.363 -2.140 0.660
C 2.756 -1.784 -1.860 -0.234
N 2.057 -1.144 -1.223 0.287
F 0.789 5.058 -4.530 0.151
C -0.132 4.085 -4.592 -0.582
F -1.343 4.655 -4.516 0.155
F -0.027 3.501 -5.799 0.158
C 0.072 3.065 -3.494 -0.083
C -0.995 2.310 -3.034 0.049
C -0.756 1.358 -2.063 -0.042
N 0.463 1.154 -1.548 0.045
C 1.484 1.886 -1.996 -0.094
C 1.337 2.850 -2.973 0.040
H -1.994 2.448 -3.420 0.135
H -1.543 0.717 -1.693 0.122
H 2.446 1.695 -1.541 0.081
H 2.190 3.423 -3.305 0.132

2.
174
Properties=species:S:1:pos:R:3:mulliken_spin:R:1 method="wB97M-V/def2-TZVPD" gap_ev="6.273 / 5.997" total_charge=-1 s_squared=8.770 e_homo_ev="-4.2175 / -4.2174" spin_multiplicity=6
C 4.199 -6.129 1.212 0.000
C 4.334 -5.521 -0.206 0.000
C 4.440 -3.981 -0.221 0.002
N 3.256 -3.275 -0.632 0.000
C 2.158 -3.299 0.342 -0.001
C 0.808 -3.533 -0.322 0.000
C -0.147 -4.393 0.490 0.000
C 0.366 -5.820 0.717 0.000
N -0.674 -6.842 0.464 0.000
C 2.188 -2.032 1.236 0.000
O 1.192 -1.261 1.238 0.002
O 3.231 -1.935 1.908 0.000
H 3.898 -5.388 1.936 0.000
H 3.471 -6.931 1.183 0.000
H 5.126 -6.593 1.525 0.000
H 5.184 -6.008 -0.672 0.000
H 3.443 -5.812 -0.754 0.000
H 4.797 -3.629 0.736 0.000
H 5.223 -3.725 -0.934 -0.002
H 2.959 -3.525 -1.560 0.000
H 2.326 -4.122 1.035 0.000
H 0.315 -2.605 -0.563 -0.001
H 0.973 -4.051 -1.272 0.000
H -1.096 -4.478 -0.026 0.000
H -0.330 -3.897 1.436 0.000
H 1.210 -5.957 0.044 0.000
H 0.766 -5.881 1.722 0.000
H -0.486 -7.632 1.069 0.000
H -0.501 -7.208 -0.462 0.000
C -1.797 1.364 0.998 0.066
C -2.064 0.775 -0.402 0.017
C -2.169 1.893 -1.434 0.023
C -3.478 2.678 -1.360 -0.031
C -4.679 1.737 -1.408 0.035
C -4.612 0.627 -0.359 0.039
N -3.296 -0.073 -0.398 0.327
O -3.267 -0.883 -1.403 0.581
C -4.876 1.216 1.041 0.016
C -5.746 -0.366 -0.587 -0.037
C -0.827 -0.069 -0.678 -0.039
H -2.127 0.689 1.785 -0.031
H -0.731 1.520 1.146 0.002
H -2.271 2.336 1.158 0.015
H -2.074 1.475 -2.442 0.001
H -1.324 2.575 -1.306 -0.003
H -3.508 3.287 -0.451 0.000
H -3.529 3.381 -2.196 0.001
H -5.602 2.307 -1.270 0.000
H -4.740 1.292 -2.407 0.005
H -4.720 0.463 1.814 -0.011
H -5.910 1.557 1.110 0.000
H -4.257 2.077 1.280 0.003
H -5.732 -0.789 -1.591 0.006
H -6.705 0.139 -0.466 -0.001
H -5.706 -1.186 0.132 0.006
H -0.735 -0.873 0.046 0.011
H 0.064 0.548 -0.587 -0.001
H -0.818 -0.500 -1.681 0.002
C -1.370 4.482 6.345 0.018
C -1.944 3.079 6.040 0.017
C -1.786 2.175 7.263 0.020
C -0.350 1.710 7.499 -0.019
C 0.233 1.080 6.234 0.023
C 0.120 1.978 5.004 0.039
N -1.280 2.489 4.841 0.341
O -2.024 1.561 4.343 0.584
C 1.118 3.146 5.111 0.017
C 0.550 1.197 3.763 -0.050
C -3.428 3.291 5.763 -0.004
H -1.079 4.995 5.427 -0.011
H -2.118 5.104 6.836 0.002
H -0.511 4.460 7.014 0.001
H -2.421 1.291 7.142 0.001
H -2.156 2.702 8.146 0.002
H 0.274 2.544 7.834 0.000
H -0.335 0.979 8.310 0.002
H 1.282 0.827 6.395 0.001
H -0.283 0.135 6.042 0.003
H 0.971 3.855 4.295 -0.011
H 2.136 2.766 5.040 0.000
H 1.064 3.693 6.051 0.002
H -0.015 0.279 3.621 0.009
H 1.597 0.913 3.848 -0.001
H 0.441 1.803 2.864 0.010
H -3.576 3.916 4.880 -0.003
H -3.888 3.792 6.615 0.000
H -3.959 2.353 5.613 0.001
C -5.297 -6.041 -1.255 0.033
C -5.834 -4.806 -2.017 0.018
C -6.740 -3.983 -1.109 0.035
C -8.104 -4.624 -0.855 -0.021
C -8.784 -4.986 -2.176 0.027
C -7.906 -5.838 -3.093 0.021
N -6.553 -5.232 -3.258 0.361
O -6.615 -4.253 -4.097 0.560
C -7.801 -7.270 -2.535 0.012
C -8.582 -5.986 -4.451 -0.010
C -4.600 -3.980 -2.355 -0.012
H -5.014 -6.837 -1.945 -0.018
H -4.406 -5.781 -0.686 0.001
H -6.006 -6.446 -0.533 0.001
H -6.897 -2.995 -1.552 -0.002
H -6.233 -3.815 -0.157 -0.002
H -8.001 -5.509 -0.221 0.000
H -8.736 -3.928 -0.300 0.002
H -9.719 -5.516 -1.978 0.000
H -9.058 -4.061 -2.693 0.006
H -7.090 -7.860 -3.115 -0.009
H -8.772 -7.764 -2.597 0.001
H -7.507 -7.315 -1.490 0.002
H -8.806 -5.025 -4.908 0.001
H -9.526 -6.519 -4.331 0.000
H -7.957 -6.556 -5.139 -0.001
H -3.927 -4.526 -3.019 -0.007
H -4.055 -3.747 -1.442 -0.007
H -4.845 -3.029 -2.824 0.010
C 2.895 6.704 -1.780 0.022
C 1.835 7.464 -0.949 0.015
C 1.599 6.741 0.379 0.036
C 0.799 5.447 0.234 -0.036
C -0.500 5.698 -0.530 0.031
C -0.290 6.391 -1.872 0.004
N 0.564 7.607 -1.722 0.359
O -0.136 8.581 -1.244 0.560
C 0.333 5.403 -2.877 0.034
C -1.642 6.761 -2.473 -0.013
C 2.434 8.839 -0.673 -0.005
H 2.786 6.916 -2.844 -0.014
H 3.899 7.013 -1.492 0.001
H 2.861 5.625 -1.637 0.001
H 1.065 7.408 1.063 0.004
H 2.564 6.529 0.845 0.001
H 1.395 4.680 -0.267 0.001
H 0.568 5.049 1.223 0.007
H -1.018 4.749 -0.686 0.008
H -1.161 6.303 0.100 0.001
H 0.593 5.910 -3.808 -0.019
H -0.383 4.617 -3.115 0.003
H 1.220 4.897 -2.506 0.002
H -2.236 7.382 -1.805 0.000
H -2.211 5.853 -2.667 0.002
H -1.519 7.293 -3.418 -0.003
H 2.594 9.391 -1.601 -0.003
H 3.396 8.720 -0.177 0.001
H 1.805 9.441 -0.020 0.001
C 9.457 -0.518 -0.568 0.013
C 9.039 -1.119 -1.930 0.018
C 9.743 -0.378 -3.068 0.023
C 9.175 1.015 -3.331 -0.021
C 7.660 0.956 -3.522 0.026
C 6.933 0.249 -2.379 0.023
N 7.557 -1.077 -2.089 0.336
O 7.204 -1.937 -2.984 0.577
C 6.935 1.144 -1.125 0.014
C 5.461 0.080 -2.729 -0.011
C 9.520 -2.566 -1.906 -0.008
H 8.701 -0.709 0.193 -0.008
H 10.385 -0.970 -0.219 0.001
H 9.641 0.555 -0.610 0.001
H 9.659 -0.967 -3.987 0.005
H 10.810 -0.308 -2.842 0.002
H 9.430 1.694 -2.513 0.000
H 9.641 1.433 -4.226 0.002
H 7.263 1.968 -3.626 0.002
H 7.444 0.442 -4.464 0.006
H 6.518 0.611 -0.270 -0.006
H 6.316 2.023 -1.299 0.000
H 7.919 1.518 -0.849 0.000
H 5.316 -0.460 -3.663 0.001
H 4.996 1.058 -2.851 0.000
H 4.919 -0.450 -1.943 0.001
H 9.019 -3.131 -1.119 0.000
H 10.592 -2.588 -1.712 0.000
H 9.351 -3.074 -2.854 0.002